[1]
A cluster of 3 separate species, C13H36BN2O5P in total, computed with ωB97M-V/def2-TZVPD.

Atoms and positions in Å:
C 3.24 -1.25 0.57
C 3.18 0.15 1.15
O 1.87 0.58 1.47
C 1.04 0.80 0.36
C -0.38 0.95 0.88
O -1.25 0.95 -0.26
B -2.60 1.07 -0.05
P -3.74 -0.27 0.83
C -2.68 -1.71 1.21
O -4.08 0.37 2.33
H 2.64 -1.94 1.18
H 4.28 -1.60 0.56
H 2.87 -1.30 -0.45
H 3.67 0.86 0.48
H 3.72 0.19 2.10
H 1.35 1.71 -0.18
H 1.06 -0.03 -0.35
H -0.59 0.13 1.56
H -0.49 1.90 1.42
H -3.16 2.01 -0.54
H -3.30 -2.45 1.71
H -1.82 -1.51 1.86
H -2.33 -2.13 0.26
H -3.44 1.01 2.65
C 8.52 3.91 0.34
C 7.00 3.89 0.42
C 6.42 2.61 1.02
O 6.45 1.48 0.17
C 7.67 0.77 0.14
N 6.45 4.19 -0.91
H 8.88 3.29 -0.49
H 8.87 4.92 0.16
H 8.97 3.54 1.26
H 6.69 4.70 1.08
H 5.36 2.78 1.24
H 6.91 2.38 1.98
H 8.16 0.78 1.12
H 8.37 1.17 -0.60
H 7.44 -0.26 -0.12
H 5.45 4.32 -0.85
H 6.58 3.38 -1.50
C -8.86 -2.40 -1.60
C -7.62 -1.81 -0.94
C -6.32 -2.04 -1.72
O -5.80 -3.35 -1.64
C -6.35 -4.28 -2.54
N -7.53 -2.28 0.44
H -8.90 -3.48 -1.45
H -9.75 -1.98 -1.15
H -8.88 -2.20 -2.67
H -7.75 -0.72 -0.90
H -5.56 -1.39 -1.28
H -6.44 -1.75 -2.77
H -6.59 -3.81 -3.50
H -7.26 -4.76 -2.15
H -5.61 -5.06 -2.71
H -6.79 -1.78 0.92
H -7.24 -3.25 0.43

Values from the calculation:
- Lowest unoccupied orbital energy: -0.007 hartree
- SMILES: COC[C@@H](C)N.COC[C@@H](C)N.CCOCCOBP(C)O
- Multiplicity: 1

[2]
A cluster of 3 separate species, C13H37BNO8P2 in total in a non-equilibrium geometry, computed with ωB97M-V/def2-TZVPD.

Atoms and positions in Å:
B -4.24 -1.12 1.96
C -2.70 -0.56 2.33
N -1.70 -1.23 1.47
H -5.05 -0.22 2.22
H -4.41 -2.14 2.64
H -4.27 -1.41 0.77
H -2.68 0.53 2.22
H -2.46 -0.81 3.37
H -0.83 -1.46 1.93
H -1.54 -0.75 0.60
O -3.03 0.49 -2.09
P -3.07 0.92 -3.48
O -4.58 1.33 -3.86
C -5.21 2.38 -3.13
C -4.60 3.74 -3.44
O -2.98 -0.47 -4.30
C -2.64 -1.65 -3.54
C -3.80 -2.33 -2.85
O -2.27 1.80 -4.57
C -1.10 2.53 -4.18
C -0.07 1.67 -3.48
H -5.17 2.17 -2.06
H -6.26 2.37 -3.43
H -3.61 3.84 -2.99
H -5.22 4.54 -3.02
H -4.50 3.89 -4.51
H -1.89 -1.41 -2.79
H -2.16 -2.32 -4.26
H -4.36 -1.61 -2.25
H -3.43 -3.11 -2.19
H -4.50 -2.77 -3.57
H -1.39 3.38 -3.55
H -0.68 2.95 -5.10
H -0.44 1.31 -2.52
H 0.85 2.23 -3.30
H 0.17 0.79 -4.09
O 3.58 -1.84 1.83
P 3.94 -0.68 2.64
O 3.06 -0.60 3.97
C 3.06 -1.70 4.89
C 4.39 -1.85 5.60
O 3.37 0.62 1.90
C 2.68 0.53 0.65
C 1.18 0.38 0.84
O 5.28 0.05 3.13
C 6.57 -0.49 2.80
C 6.74 -0.74 1.31
H 2.80 -2.62 4.36
H 2.27 -1.49 5.61
H 5.16 -2.23 4.92
H 4.31 -2.57 6.42
H 4.73 -0.90 5.99
H 3.08 -0.29 0.05
H 2.89 1.45 0.11
H 0.95 -0.43 1.53
H 0.68 0.18 -0.10
H 0.76 1.29 1.27
H 6.73 -1.42 3.36
H 7.30 0.23 3.15
H 6.06 -1.52 0.96
H 7.76 -1.05 1.09
H 6.51 0.17 0.75

Values from the calculation:
- Total charge: -1
- Lowest unoccupied orbital energy: 0.081 hartree
- Multiplicity: 1

[3]
A cluster of 8 separate species, C13H37N2O9 in total in a non-equilibrium geometry, computed with ωB97M-V/def2-TZVPD.

Atoms and positions in Å:
C -2.34 2.63 0.66
C -0.94 2.36 1.14
O -0.65 2.51 2.30
O 0.01 1.87 0.31
C -0.03 2.34 -1.05
C -0.41 1.23 -2.04
C -0.03 -0.17 -1.53
C -1.24 -1.06 -1.18
C -1.65 -1.03 0.31
C -1.36 -2.31 1.11
C -0.49 -2.03 2.35
C 0.80 -1.31 1.90
C 1.99 -1.59 2.75
N 3.22 -1.46 2.25
C 4.14 -1.73 3.27
C 3.41 -2.04 4.36
N 2.06 -1.96 4.02
H -2.52 3.71 0.73
H -3.03 2.12 1.32
H -2.50 2.35 -0.38
H -0.62 3.24 -1.18
H 0.99 2.64 -1.28
H 0.15 1.44 -2.94
H -1.46 1.27 -2.33
H 0.46 -0.67 -2.37
H 0.71 -0.12 -0.74
H -1.00 -2.09 -1.43
H -2.07 -0.72 -1.80
H -1.26 -0.14 0.81
H -2.74 -0.91 0.32
H -2.26 -2.84 1.41
H -0.77 -2.99 0.49
H -1.05 -1.38 3.02
H -0.28 -2.97 2.87
H 0.60 -0.24 1.97
H 0.99 -1.51 0.85
H 3.45 -1.21 1.30
H 5.20 -1.71 3.18
H 3.81 -2.29 5.33
H 1.26 -2.13 4.60
O 5.08 -4.47 5.51
H 4.40 -5.15 5.44
H 5.90 -4.95 5.38
O -2.68 3.06 -3.32
H -3.01 3.11 -4.22
H -2.54 3.98 -3.09
O -1.24 0.38 -5.48
H -1.57 1.18 -5.04
H -0.41 0.20 -5.03
O -2.13 5.30 -4.77
H -1.31 5.72 -4.51
H -1.91 4.85 -5.60
O 3.74 1.37 4.81
H 3.05 1.85 4.34
H 3.88 0.57 4.29
O -2.01 -5.04 0.15
H -2.68 -5.73 0.18
H -1.22 -5.50 -0.13
O -1.84 3.62 -7.58
H -2.16 2.72 -7.52
H -1.89 3.83 -8.52

Values from the calculation:
- Total charge: +1
- Lowest unoccupied orbital energy: -0.090 hartree
- Multiplicity: 1

[4]
A cluster of 4 separate species, C13H38B4ClN3O8 in total, computed with ωB97M-V/def2-TZVPD.

Atoms and positions in Å:
C 1.41 1.74 8.04
C 0.74 0.85 7.00
O 0.01 1.66 6.07
B -0.07 1.26 4.76
O -0.93 0.23 4.42
B 0.84 2.07 3.52
O 0.22 2.80 2.52
B 0.74 2.68 1.26
Cl -0.29 2.81 -0.15
O 2.08 2.41 1.10
B 2.75 1.76 2.13
C 4.00 0.87 1.86
C 3.61 -0.60 1.53
N 4.41 -1.07 0.42
N 2.17 -0.66 1.20
N 3.89 -1.52 2.64
O 2.21 1.91 3.41
H 0.77 1.90 8.90
H 1.62 2.72 7.59
H 2.35 1.32 8.38
H 0.05 0.15 7.46
H 1.50 0.26 6.47
H -0.60 -0.52 3.94
H 4.57 1.30 1.03
H 4.67 0.84 2.72
H 4.16 -2.04 0.23
H 4.20 -0.54 -0.41
H 1.63 -0.58 2.06
H 1.96 -1.59 0.86
H 3.56 -1.12 3.51
H 4.90 -1.61 2.74
C 2.53 -5.83 2.39
C 2.67 -5.15 1.04
C 3.97 -5.52 0.35
O 2.56 -3.73 1.18
H 3.34 -5.53 3.05
H 1.58 -5.56 2.86
H 2.57 -6.92 2.28
H 1.83 -5.43 0.40
H 4.83 -5.20 0.96
H 4.05 -5.02 -0.62
H 4.05 -6.59 0.19
H 3.27 -3.40 1.75
C -4.01 3.24 -3.98
C -3.39 4.60 -3.67
C -1.97 4.71 -4.21
O -3.43 4.87 -2.27
H -3.42 2.44 -3.51
H -5.02 3.18 -3.59
H -4.03 3.04 -5.05
H -4.01 5.38 -4.12
H -1.34 3.95 -3.74
H -1.56 5.69 -3.99
H -1.95 4.55 -5.29
H -2.90 4.20 -1.83
C -5.15 0.38 -7.48
C -4.83 -0.37 -6.20
C -5.53 -1.71 -6.12
O -5.14 0.43 -5.06
H -6.23 0.57 -7.54
H -4.63 1.33 -7.51
H -4.87 -0.21 -8.36
H -3.75 -0.52 -6.13
H -6.61 -1.58 -6.15
H -5.27 -2.23 -5.20
H -5.25 -2.35 -6.97
H -6.09 0.60 -5.06

Values from the calculation:
- Lowest unoccupied orbital energy: 0.007 hartree
- SMILES: CCOB(O)B1OB(Cl)OB(CC(N)(N)N)O1.CC(C)O.CC(C)O.CC(C)O
- Multiplicity: 1

no.,gap between HOMO and LUMO (eV)
1,8.163
2,5.297
3,10.114
4,10.032